{
  "formula": "C17H15CrF5N3O4S",
  "method": "ωB97M-V/def2-TZVPD",
  "e_lumo_ev": [-0.955, -0.631],
  "multiplicity": 2,
  "homo_lumo_gap_ev": [7.5, 7.9],
  "species": ["Cr", "O", "C", "O", "C", "C", "C", "C", "C", "N", "C", "O", "O", "H", "H", "H", "F", "C", "C", "F", "C", "F", "C", "S", "C", "F", "C", "F", "N", "C", "C", "C", "C", "N", "H", "H", "H", "H", "H", "H", "H", "H", "H", "H", "H", "H"],
  "coordinates": [[-0.12973, 0.40755, -0.56966], [-0.59643, 1.24321, 3.23533], [-0.76372, 1.12189, 2.04499], [0.12988, 1.33409, 1.11051], [-2.11319, 0.78080, 1.43151], [-3.37459, 0.93259, 1.98152], [-4.46687, 0.90446, 1.11625], [-4.27643, 0.82919, -0.26377], [-2.97922, 0.68525, -0.72430], [-1.97701, 0.55697, 0.13440], [-2.42662, 0.90587, -2.12735], [-3.11856, 0.86511, -3.11938], [-1.14878, 1.16474, -2.07928], [-3.47803, 1.11403, 3.04074], [-5.46462, 1.02653, 1.51163], [-5.08896, 0.93135, -0.96656], [2.63612, 0.05833, 6.05661], [2.24040, -0.29937, 4.83341], [2.85148, 0.24550, 3.71474], [3.84398, 1.12824, 3.85832], [2.43031, -0.13419, 2.45392], [3.07278, 0.39867, 1.39815], [1.39922, -1.04327, 2.25502], [0.83222, -1.48902, 0.65884], [0.81144, -1.58158, 3.39599], [-0.20474, -2.44708, 3.28426], [1.21772, -1.22380, 4.67022], [0.61942, -1.74842, 5.74095], [1.86569, 0.86482, -1.24933], [2.33697, 1.06451, -2.63633], [1.44157, 0.33766, -3.62242], [1.32482, -1.17425, -3.36499], [-0.12046, -1.62269, -3.19290], [-0.57679, -1.42510, -1.79816], [2.11551, 1.67317, -0.68243], [2.36523, 0.09092, -0.81228], [3.37360, 0.72089, -2.71460], [2.32803, 2.13356, -2.84946], [1.80311, 0.52198, -4.63406], [0.45189, 0.79037, -3.55301], [1.87063, -1.46603, -2.46283], [1.77940, -1.73282, -4.18237], [-0.23735, -2.67704, -3.45729], [-0.77553, -1.04084, -3.84271], [-0.23175, -2.20461, -1.24061], [-1.59202, -1.52217, -1.78126]],
  "forces_ev_per_angstrom": [[0.1, 0.2, -0.1], [-0.1, 0.0, -0.2], [-0.2, -0.1, 0.4], [0.4, -0.1, -0.4], [0.0, 0.0, 0.1], [0.0, 0.0, -0.1], [0.1, 0.0, 0.0], [0.2, 0.0, 0.0], [-0.1, 0.0, 0.0], [-0.2, -0.1, 0.0], [-0.5, -0.2, -0.1], [0.1, 0.0, 0.2], [0.6, 0.0, 0.3], [0.0, 0.0, 0.0], [-0.1, 0.0, 0.0], [0.0, 0.0, 0.0], [-0.1, -0.1, -0.2], [-0.1, -0.1, -0.1], [0.0, 0.0, 0.0], [-0.1, 0.0, 0.0], [0.1, 0.0, 0.0], [-0.1, 0.0, 0.1], [-0.1, 0.1, 0.1], [-0.1, 0.0, -0.3], [0.0, 0.0, 0.1], [0.1, 0.1, 0.0], [0.1, 0.1, 0.0], [0.0, 0.0, 0.0], [-0.1, 0.0, 0.2], [0.1, 0.0, -0.2], [0.0, 0.1, 0.1], [-0.1, 0.0, 0.0], [0.0, 0.0, -0.1], [0.0, 0.0, 0.4], [0.0, -0.1, 0.0], [-0.1, 0.0, 0.0], [0.0, 0.1, 0.0], [0.0, 0.0, 0.0], [0.1, 0.0, 0.0], [0.1, 0.0, -0.1], [0.1, 0.0, 0.0], [0.0, 0.0, 0.0], [0.0, 0.0, 0.0], [0.0, 0.0, 0.0], [-0.1, 0.0, -0.1], [0.1, 0.0, 0.1]]
}

***

{
  "formula": "C48H57Br2Cl2N3O4SeSiSn",
  "method": "ωB97M-V/def2-TZVPD",
  "e_lumo_ev": 3.488,
  "total_charge": -2,
  "homo_lumo_gap_ev": 4.9,
  "species": ["Sn", "Br", "C", "Br", "H", "H", "C", "C", "C", "C", "C", "C", "C", "C", "C", "C", "C", "C", "N", "C", "C", "N", "C", "C", "C", "C", "C", "C", "C", "C", "C", "C", "C", "C", "C", "C", "C", "C", "C", "C", "C", "C", "C", "C", "H", "H", "H", "H", "H", "H", "H", "H", "H", "H", "H", "H", "H", "H", "H", "H", "H", "H", "H", "H", "H", "H", "H", "H", "H", "H", "H", "H", "H", "H", "H", "H", "H", "H", "H", "H", "H", "H", "H", "H", "Cl", "C", "Cl", "H", "H", "O", "C", "O", "C", "C", "C", "C", "C", "C", "N", "O", "O", "H", "H", "H", "H", "C", "Si", "C", "C", "Se", "H", "H", "H", "H", "H", "H", "H", "H", "H"],
  "coordinates": [[-1.06782, -0.86427, -0.07529], [-2.99548, -2.39099, -2.77156], [-2.82432, -2.07182, -0.83374], [-2.03487, -1.63176, 2.28974], [-2.74598, -3.06440, -0.39613], [-3.77227, -1.63326, -0.53050], [5.28166, 0.93656, 0.54698], [4.29853, -0.02508, -0.13184], [4.81683, -0.42603, -1.51367], [4.04305, -1.24490, 0.74147], [5.02714, -2.21863, 0.86629], [4.84620, -3.32678, 1.67790], [3.65947, -3.46796, 2.37512], [2.65398, -2.51350, 2.29841], [1.37129, -2.72417, 3.07986], [1.61108, -2.71264, 4.59392], [0.69773, -4.02974, 2.64694], [2.86238, -1.38861, 1.48984], [1.86783, -0.37681, 1.39584], [1.85164, 0.56406, 2.23480], [0.90243, 1.75987, 2.16874], [0.14884, 1.99768, 1.19104], [-0.54524, 3.23163, 1.11713], [-1.89430, 3.26005, 1.48601], [-2.57655, 4.46718, 1.43076], [-1.94551, 5.62605, 1.00721], [-0.61625, 5.57086, 0.61863], [0.10596, 4.38424, 0.65673], [1.54973, 4.38404, 0.18684], [2.45212, 5.22716, 1.09805], [1.62769, 4.88918, -1.25563], [-2.58764, 2.00394, 1.97633], [-2.94158, 2.09257, 3.46288], [-3.81112, 1.66644, 1.12654], [1.18008, 2.58361, 3.38777], [0.61834, 3.71345, 3.91791], [1.18914, 4.26544, 5.09455], [2.28463, 3.71801, 5.70926], [2.87671, 2.53908, 5.19055], [4.00643, 1.85371, 5.70261], [4.45755, 0.71535, 5.08735], [3.83126, 0.16861, 3.93696], [2.73945, 0.81130, 3.41721], [2.28443, 1.99550, 4.04586], [5.41633, 1.84000, -0.05605], [6.25726, 0.45681, 0.67512], [4.92340, 1.23795, 1.53321], [3.35209, 0.49950, -0.26882], [5.77378, -0.95239, -1.44344], [4.96664, 0.46234, -2.13179], [4.10472, -1.08004, -2.02095], [5.95408, -2.10808, 0.31469], [5.61874, -4.08342, 1.74820], [3.50439, -4.34344, 2.99622], [0.68243, -1.91375, 2.84928], [2.24846, -3.55026, 4.89593], [0.65443, -2.80345, 5.11677], [2.08862, -1.78581, 4.92064], [1.28464, -4.89685, 2.97177], [0.60220, -4.06449, 1.55911], [-0.30168, -4.09497, 3.08199], [-3.61984, 4.49811, 1.72773], [-2.49010, 6.56159, 0.96220], [-0.12900, 6.47332, 0.26421], [1.92143, 3.35892, 0.20224], [2.16112, 6.28114, 1.05587], [3.49492, 5.15022, 0.77392], [2.39298, 4.90245, 2.13918], [1.41307, 5.96230, -1.30469], [0.90073, 4.36956, -1.88197], [2.62922, 4.72509, -1.66683], [-1.88878, 1.17704, 1.87390], [-3.64602, 2.90932, 3.65417], [-2.04651, 2.25955, 4.07101], [-3.39435, 1.15150, 3.78828], [-4.61635, 2.39479, 1.27599], [-4.18500, 0.67523, 1.39837], [-3.54912, 1.66156, 0.06405], [-0.23533, 4.19447, 3.45820], [0.74254, 5.16000, 5.51187], [2.70056, 4.18196, 6.59746], [4.51398, 2.23426, 6.58272], [5.32580, 0.20693, 5.48919], [4.22496, -0.73725, 3.49480], [1.74666, 3.30499, -4.73863], [2.59922, 2.02678, -3.85049], [1.73469, 1.46149, -2.42198], [3.55250, 2.43129, -3.53354], [2.72207, 1.18789, -4.52546], [1.94410, -3.97266, -0.75129], [1.16846, -3.13241, -1.20640], [0.17712, -2.61794, -0.58630], [1.42755, -2.62440, -2.62108], [2.58449, -3.05353, -3.26589], [2.91314, -2.58280, -4.52972], [2.08902, -1.66317, -5.16138], [0.93005, -1.26177, -4.52098], [0.57968, -1.73524, -3.26896], [0.05846, -0.27988, -5.18994], [0.52805, 0.31414, -6.16584], [-1.03793, -0.09438, -4.73547], [3.21688, -3.75506, -2.73627], [3.81321, -2.92816, -5.02348], [2.31712, -1.25831, -6.13713], [-0.34972, -1.39641, -2.82848], [-3.94357, 2.34626, -5.00526], [-3.23521, 3.12425, -3.43558], [-2.56952, 4.83153, -3.92043], [-4.72195, 3.49179, -2.32206], [-1.68514, 1.87276, -2.49916], [-4.58953, 3.03846, -5.56449], [-4.52673, 1.45635, -4.74497], [-3.12415, 2.02328, -5.65579], [-3.30838, 5.40964, -4.49583], [-1.66279, 4.72958, -4.52508], [-2.31210, 5.39951, -3.02039], [-5.46586, 4.11740, -2.83941], [-4.39644, 4.01669, -1.42025], [-5.21073, 2.56138, -2.01568]],
  "forces_ev_per_angstrom": [[-0.1, 0.1, -1.0], [0.0, 0.0, 0.1], [0.1, -0.1, 0.1], [-0.2, -0.2, 0.6], [0.0, 0.0, 0.0], [0.0, 0.1, 0.0], [-0.1, 0.0, 0.0], [0.0, -0.1, 0.0], [-0.1, 0.0, 0.0], [0.0, 0.1, 0.1], [0.0, 0.0, 0.0], [0.0, 0.1, 0.0], [0.1, 0.0, 0.0], [-0.1, 0.0, 0.0], [0.0, -0.1, 0.0], [0.0, 0.0, -0.1], [0.0, 0.0, -0.1], [0.1, 0.0, 0.0], [0.1, 0.0, -0.2], [0.2, 0.1, 0.2], [0.1, 0.1, 0.4], [0.4, 0.2, -0.4], [-0.2, 0.0, 0.1], [0.0, -0.1, 0.1], [0.0, 0.1, 0.0], [0.0, 0.0, 0.0], [-0.1, 0.1, 0.0], [0.1, -0.1, 0.1], [0.0, 0.1, 0.0], [0.0, -0.1, 0.0], [0.0, -0.1, -0.1], [0.0, 0.1, 0.0], [0.0, -0.1, 0.0], [0.0, 0.0, -0.1], [0.1, -0.1, 0.0], [0.0, 0.1, 0.1], [-0.1, 0.0, -0.1], [0.0, 0.0, 0.0], [0.0, 0.0, -0.1], [0.0, 0.0, 0.0], [0.0, 0.0, -0.1], [0.1, 0.0, 0.1], [-0.1, 0.1, 0.0], [0.0, 0.0, -0.1], [0.0, -0.1, 0.0], [0.0, 0.0, 0.0], [0.0, 0.0, 0.0], [0.0, 0.0, 0.0], [0.0, 0.1, 0.0], [0.0, 0.0, 0.0], [0.0, 0.0, 0.0], [0.0, 0.0, 0.0], [0.0, 0.0, 0.0], [0.0, 0.0, 0.0], [0.0, 0.0, 0.0], [0.0, 0.0, 0.0], [0.1, 0.0, 0.0], [0.0, 0.0, 0.0], [0.0, 0.0, 0.0], [0.0, 0.0, 0.1], [0.0, 0.0, 0.0], [0.0, 0.0, 0.0], [0.0, 0.0, 0.0], [0.0, 0.0, 0.0], [-0.1, -0.1, 0.0], [0.0, 0.0, 0.0], [0.0, 0.0, 0.0], [0.0, 0.0, 0.0], [0.0, -0.1, 0.0], [0.0, 0.0, 0.0], [-0.1, 0.0, 0.0], [0.0, 0.0, 0.0], [0.0, 0.0, 0.0], [-0.1, 0.0, 0.0], [0.0, 0.1, 0.0], [0.0, 0.0, 0.0], [0.0, 0.0, 0.0], [0.0, 0.0, 0.0], [0.0, 0.0, 0.0], [0.0, 0.0, 0.0], [0.0, 0.0, 0.0], [0.0, 0.0, 0.0], [0.0, 0.0, 0.0], [0.0, 0.0, 0.0], [0.0, 0.0, 0.1], [0.0, -0.1, 0.1], [0.2, 0.1, 0.0], [0.1, 0.0, 0.0], [0.0, 0.0, 0.0], [-0.2, 0.0, -0.1], [0.1, 0.1, 0.2], [-0.1, -0.2, 0.0], [0.1, 0.0, 0.0], [0.0, 0.0, 0.0], [-0.1, 0.0, 0.0], [0.0, 0.0, -0.1], [0.2, -0.1, 0.1], [-0.2, 0.1, 0.0], [0.1, 0.2, -0.1], [0.0, -0.1, 0.1], [-0.1, -0.3, -0.2], [0.0, 0.0, 0.0], [0.0, 0.0, 0.0], [0.0, 0.0, 0.0], [0.1, 0.0, 0.0], [-0.1, 0.0, -0.2], [0.2, -0.2, 0.1], [-0.1, 0.1, -0.1], [-0.2, 0.1, -0.1], [-0.2, 0.3, 0.4], [0.0, -0.1, 0.1], [0.1, 0.1, 0.0], [-0.1, 0.0, 0.1], [0.1, 0.0, 0.1], [-0.1, 0.0, 0.0], [0.0, 0.0, 0.0], [0.1, -0.1, 0.1], [0.0, 0.0, 0.0], [0.0, 0.1, 0.0]]
}

***

{
  "formula": "C15H19HgO5S3",
  "method": "ωB97M-V/def2-TZVPD",
  "e_lumo_ev": [0.350, -2.032],
  "multiplicity": 2,
  "homo_lumo_gap_ev": [8.5, 7.0],
  "species": ["Hg", "C", "S", "O", "O", "O", "H", "H", "H", "C", "S", "C", "O", "H", "H", "H", "H", "H", "H", "O", "S", "C", "C", "C", "C", "C", "C", "C", "C", "C", "C", "C", "C", "H", "H", "H", "H", "H", "H", "H", "H", "H", "H"],
  "coordinates": [[-0.18232, 0.54205, 2.18131], [-4.03852, 0.05071, 1.87968], [-2.70769, -1.10010, 2.22124], [-3.29992, -2.39352, 2.43801], [-2.02805, -0.54293, 3.41779], [-1.79635, -1.03634, 1.06183], [-4.57050, 0.20040, 2.81566], [-4.69038, -0.39147, 1.13114], [-3.59243, 0.97646, 1.52088], [-3.19814, 4.70032, 1.94466], [-1.53523, 4.14519, 1.45498], [-1.62863, 4.74603, -0.25859], [-1.61639, 2.66124, 1.37445], [-3.17633, 5.77927, 2.09549], [-3.43538, 4.19793, 2.88009], [-3.92035, 4.42361, 1.17974], [-1.52728, 5.83115, -0.24764], [-2.57174, 4.44388, -0.70862], [-0.79863, 4.29658, -0.80032], [0.84061, 0.93643, -1.52065], [1.39038, 0.05746, -0.47430], [3.03825, -0.45349, -1.04310], [3.98128, -0.89896, -0.13236], [5.22540, -1.30217, -0.59528], [5.51370, -1.24478, -1.95154], [4.56139, -0.78320, -2.85101], [3.31590, -0.37885, -2.39534], [0.63453, -1.56402, -0.65591], [-0.22131, -1.78987, -1.71419], [-0.85428, -3.02005, -1.80935], [-0.62816, -3.99469, -0.84925], [0.23912, -3.75210, 0.20710], [0.87260, -2.52625, 0.31156], [3.75280, -0.92618, 0.92670], [5.97247, -1.65068, 0.10577], [6.48975, -1.54629, -2.30882], [4.78367, -0.73047, -3.90862], [2.55579, 0.00069, -3.06727], [-0.39739, -0.99718, -2.43048], [-1.54133, -3.20318, -2.62493], [-1.14898, -4.94117, -0.90897], [0.40311, -4.50725, 0.96410], [1.53494, -2.31422, 1.14437]],
  "forces_ev_per_angstrom": [[-0.4, -0.1, 0.1], [0.4, -0.3, 0.1], [-0.6, -0.3, 0.0], [0.0, 0.1, 0.0], [0.4, 0.4, -0.1], [0.2, 0.4, 0.0], [-0.1, 0.0, 0.0], [0.0, 0.0, 0.0], [0.0, 0.0, 0.0], [0.4, -0.1, 0.0], [-0.5, 0.6, -0.3], [0.1, -0.1, 0.3], [0.0, -0.7, 0.0], [0.0, 0.0, 0.0], [0.1, 0.0, 0.0], [0.0, 0.0, 0.0], [0.0, 0.0, 0.0], [0.0, -0.1, 0.0], [0.0, 0.0, 0.1], [-0.2, 0.3, -0.3], [0.5, -0.7, -0.2], [-0.2, 0.1, 0.3], [0.0, 0.0, 0.0], [0.0, 0.0, 0.0], [0.0, 0.0, 0.0], [-0.1, 0.0, 0.0], [-0.1, 0.0, -0.1], [0.0, 0.1, 0.1], [0.0, 0.1, 0.0], [0.0, 0.0, 0.0], [-0.1, 0.0, 0.0], [0.0, 0.0, 0.1], [0.0, 0.0, 0.0], [0.0, 0.0, 0.0], [0.0, 0.0, 0.0], [0.0, 0.0, 0.0], [0.0, 0.0, 0.0], [0.0, 0.0, 0.0], [0.0, 0.0, 0.0], [0.0, 0.0, 0.0], [0.0, 0.0, 0.0], [0.0, 0.0, 0.0], [0.0, 0.0, 0.0]]
}

***

{
  "formula": "CH3O3P",
  "method": "ωB97M-V/def2-TZVPD",
  "e_lumo_ev": [-0.268, -1.649],
  "homo_lumo_gap_ev": [11.2, 5.6],
  "species": ["C", "O", "O", "O", "P", "H", "H", "H"],
  "coordinates": [[-0.71244, -0.00280, -0.56678], [2.09287, -1.54901, 1.09833], [-0.29407, 0.52778, 0.78959], [-1.08478, 1.63448, 1.19904], [2.17441, -0.38016, 0.31092], [-0.45069, -1.06684, -0.71586], [-0.03803, 0.63219, -1.19399], [-1.68726, 0.20436, -0.92124]],
  "forces_ev_per_angstrom": [[2.5, 1.4, -0.3], [-0.3, -4.1, 2.7], [-3.2, 1.7, 0.1], [2.1, -3.1, -1.4], [0.8, 4.0, -2.5], [-0.1, 0.6, 0.8], [-0.5, -0.9, 0.0], [-1.3, 0.3, 0.7]]
}